96
Properties=species:S:1:pos:R:3:forces:R:3 method="wB97M-V/def2-TZVPD" multiplicity=2 fmax_ha_per_bohr=0.0115 energy_ev=-84612.4343 total_charge=-1
Ru 0.143303 1.340659 0.074964 0.250 -0.012 -0.222
C 0.036632 0.879189 -4.365912 0.090 -0.020 0.062
C 0.537698 0.874750 -3.075733 -0.236 -0.147 -0.031
N -0.272383 0.955722 -2.014512 0.248 0.233 -0.032
C -1.590949 1.053607 -2.272167 -0.409 -0.009 0.189
C -2.062625 1.063449 -3.580193 0.136 -0.031 -0.089
N -1.263718 0.975720 -4.631803 -0.087 0.006 0.013
C -2.482326 1.171220 -1.107209 0.275 0.011 -0.176
C -3.863287 1.128986 -1.135125 -0.025 -0.081 -0.112
C -4.578786 1.238602 0.050942 -0.091 -0.023 0.035
C -3.862793 1.382407 1.232155 -0.160 0.059 0.087
C -2.487540 1.401698 1.204114 0.358 -0.036 0.170
N -1.812220 1.296932 0.047974 -0.160 -0.184 0.025
C -1.606829 1.348985 2.377057 -0.338 -0.004 -0.230
C -2.059028 1.318917 3.688298 0.125 -0.105 0.158
N -1.253846 1.078392 4.712599 -0.161 0.031 -0.024
C 0.019322 0.829417 4.415144 0.100 -0.010 -0.093
C 0.505555 0.894511 3.122723 0.031 0.018 0.117
N -0.299391 1.195744 2.105706 0.237 0.480 -0.247
C -6.057308 1.142734 0.068308 0.121 0.012 -0.010
C -6.836206 1.612898 -0.983115 -0.032 0.107 -0.056
C -8.214442 1.497881 -0.914061 -0.024 -0.027 0.045
N -8.865172 0.951579 0.111877 0.069 0.010 -0.009
C -8.113077 0.494295 1.112375 -0.027 0.017 -0.045
C -6.729886 0.564311 1.138970 -0.007 -0.132 0.062
H 0.716568 0.810930 -5.205917 -0.008 -0.006 0.002
H 1.595575 0.808751 -2.889070 0.066 -0.046 0.026
H -3.122602 1.164235 -3.772742 -0.003 -0.008 -0.035
H -4.378396 0.952713 -2.068969 -0.028 0.039 0.012
H -4.379034 1.445297 2.178003 -0.013 -0.020 -0.006
H -3.105059 1.482199 3.909023 -0.007 -0.025 0.023
H 0.685349 0.587663 5.233711 0.001 -0.001 -0.003
H 1.543820 0.711679 2.891925 0.082 0.052 -0.014
H -6.385796 2.096330 -1.840255 0.027 -0.007 0.003
H -8.827626 1.870849 -1.726935 -0.020 0.001 -0.003
H -8.644376 0.035788 1.938779 -0.014 -0.001 0.006
H -6.185657 0.123061 1.963950 0.033 0.020 0.002
C 0.846306 -2.660364 -0.759266 0.040 -0.103 -0.005
C 1.776154 -1.676063 -0.054127 -0.088 0.084 0.035
C 2.637368 -2.383082 0.993324 0.035 -0.003 0.032
C 2.635450 -0.886165 -1.020467 -0.040 -0.154 -0.076
C 3.246081 -1.550536 -2.081949 -0.050 0.008 -0.034
C 4.031960 -0.874671 -3.000088 0.004 0.078 0.052
C 4.198541 0.496653 -2.866333 -0.017 -0.078 -0.004
C 3.604182 1.196783 -1.822732 0.099 0.022 -0.004
C 3.739948 2.708158 -1.782480 -0.003 0.028 0.038
C 3.078028 3.341538 -3.008610 -0.002 0.041 0.019
C 5.200047 3.150340 -1.666431 -0.018 -0.006 0.032
C 2.837144 0.494361 -0.870045 -0.006 -0.007 -0.073
N 2.232587 1.190173 0.201123 0.008 -0.009 0.045
C 3.149320 1.662432 1.115429 0.085 -0.048 0.026
C 4.413303 1.054150 1.303805 0.005 -0.081 -0.037
C 5.359260 1.515250 2.203683 -0.019 0.028 0.027
C 5.106545 2.630452 2.989633 -0.060 -0.048 -0.089
C 3.879600 3.260127 2.834067 -0.008 0.050 0.052
C 2.951337 2.789574 1.930157 -0.200 0.205 0.144
F 1.792378 3.490657 1.849063 0.166 -0.197 0.182
H 0.087776 -2.986195 -0.050472 0.009 0.039 -0.019
H 1.384909 -3.535476 -1.133417 0.030 0.002 -0.023
H 0.334416 -2.195348 -1.604350 -0.015 0.045 -0.002
H 1.134049 -0.987098 0.505178 -0.004 0.012 -0.096
H 3.253361 -3.155706 0.522468 0.001 0.001 0.010
H 2.011427 -2.853038 1.754614 -0.032 -0.047 -0.038
H 3.306364 -1.676496 1.488919 -0.012 0.004 0.013
H 3.094982 -2.617570 -2.192943 0.000 -0.004 -0.005
H 4.502016 -1.407877 -3.817113 -0.002 -0.004 -0.009
H 4.785958 1.037503 -3.599585 0.015 0.008 -0.012
H 3.194897 3.071949 -0.912295 -0.007 -0.006 0.004
H 3.536110 2.985588 -3.935797 -0.007 0.005 -0.013
H 3.180841 4.428383 -2.974271 0.002 -0.001 0.002
H 2.010449 3.116635 -3.031466 0.032 0.045 0.001
H 5.767508 2.890113 -2.564228 0.002 -0.022 -0.001
H 5.685812 2.684892 -0.807752 -0.009 -0.011 0.017
H 5.256543 4.233734 -1.541614 -0.002 0.011 -0.008
H 4.644613 0.176896 0.713664 0.002 0.008 -0.025
H 6.300921 0.986902 2.291072 0.005 -0.004 -0.007
H 5.835509 3.004511 3.695032 0.006 0.003 0.009
H 3.617080 4.144111 3.401822 0.001 0.002 0.004
F -2.841590 -5.165739 -1.890631 0.016 0.016 0.054
C -2.075772 -5.142804 -0.787931 0.082 -0.066 -0.080
C -2.406255 -4.408949 0.275869 -0.036 0.121 0.063
N -1.648064 -4.373521 1.420524 -0.086 0.039 -0.041
C -2.057500 -3.450870 2.484861 0.018 -0.322 0.051
C -2.144369 -2.010561 1.955120 -0.009 0.502 -0.096
O -3.213593 -1.408245 2.188761 -0.040 -0.013 0.079
O -1.131544 -1.594106 1.349155 -0.110 -0.028 0.046
C -0.483811 -5.093249 1.529077 -0.013 -0.018 -0.072
O 0.216642 -5.120798 2.518203 0.101 0.011 0.075
N -0.161268 -5.825636 0.394006 -0.005 -0.107 0.005
C -0.855257 -5.931637 -0.805021 0.002 0.053 0.019
O -0.450992 -6.611877 -1.723324 0.028 -0.042 -0.017
H -3.294918 -3.790274 0.281562 0.018 0.014 0.011
H -1.299497 -3.517369 3.261753 -0.034 0.017 0.010
H -3.023105 -3.766741 2.878148 0.008 -0.012 0.022
H 0.704849 -6.342821 0.453213 -0.044 0.039 0.005
S 0.081525 3.476889 -0.473443 -0.244 -0.257 0.104